66
Properties=species:S:1:pos:R:3:forces:R:3:lowdin_charge:R:1 method="wB97M-V/def2-TZVPD" energy_ha=-1272.53242 orbital_gap_ev=8.13 e_above_lowest_kj_mol=1257.1 lumo_energy_ev=-0.26
C 2.232009 -1.884025 0.455667 1.8 -0.2 1.4 -0.093
O 2.975410 -3.056281 0.045885 0.4 0.0 0.0 -0.153
H 1.862149 -1.272906 -0.367641 0.5 -0.8 0.2 0.053
H 1.404246 -2.166293 1.106241 0.2 0.2 -0.3 0.059
H 2.959465 -1.282015 1.000166 -0.4 0.4 0.3 0.113
H 3.539985 -3.443617 0.718804 0.0 0.6 0.4 0.092
C -1.428799 3.675709 1.173550 0.3 0.7 -0.2 -0.109
O -1.978135 3.083173 2.346419 4.8 2.5 3.1 -0.116
H -1.152985 2.842445 0.527254 -0.3 0.5 0.2 0.037
H -2.238315 4.291529 0.781725 0.4 -0.1 -0.6 0.106
H -0.543184 4.301467 1.284188 0.0 0.0 0.5 0.103
H -1.622524 3.421260 3.171545 0.2 0.3 0.0 0.141
C -2.853523 0.877488 1.446986 -0.5 0.2 0.9 -0.154
O -3.561371 2.090462 1.420219 -3.6 -2.1 -2.9 -0.141
H -3.196867 0.142866 0.718597 0.1 0.3 -0.6 0.081
H -1.776565 1.042238 1.413579 -0.4 -0.3 -0.1 0.053
H -3.102954 0.386290 2.387524 0.4 -0.2 0.4 0.083
H -2.961642 2.811874 1.623893 -2.1 -1.0 0.1 -0.105
C -0.444568 -0.433690 -3.376757 0.8 0.5 -0.5 -0.074
O 0.903543 -0.975966 -3.362908 -0.8 0.4 -1.0 -0.137
H -0.915081 -0.461009 -4.359590 0.3 0.5 -0.1 0.106
H -1.123024 -1.044590 -2.781268 0.1 -0.1 0.1 0.096
H -0.310829 0.541093 -2.907701 -0.9 0.2 -0.5 0.076
H 1.407353 -0.593791 -4.085207 -0.1 0.1 -0.1 0.109
C 1.032411 1.637872 2.243499 -1.1 -0.1 0.7 -0.169
O 2.315662 1.820490 1.799102 0.6 1.3 4.2 -0.134
H 0.969140 1.464914 3.317830 0.3 0.0 0.3 0.092
H 0.385613 2.498484 2.072905 0.0 0.3 -0.1 0.046
H 0.579695 0.771227 1.761756 0.4 0.8 0.9 0.038
H 2.335898 1.584896 0.868681 -1.0 -1.0 3.2 -0.168
C 1.375152 -2.969215 -1.828341 0.8 -1.1 -2.5 -0.101
O 0.285595 -2.255005 -1.359689 5.1 -1.8 -4.1 -0.157
H 1.067722 -3.607345 -2.656811 -0.2 0.4 -0.7 0.102
H 2.028669 -2.174975 -2.189186 0.9 -1.1 0.0 0.092
H 1.850442 -3.714735 -1.190838 -0.8 1.0 0.4 0.099
H 0.025679 -1.546642 -1.953196 0.7 -0.6 0.0 0.040
C -0.056294 -3.372317 2.618992 -0.1 -0.4 -0.3 -0.124
O 1.252104 -3.905459 2.923198 -1.2 -0.1 0.3 -0.098
H -0.588761 -3.809343 1.774252 1.0 -0.2 -0.8 0.050
H -0.818375 -3.692669 3.329417 0.8 0.4 1.1 0.091
H -0.063208 -2.291266 2.479720 0.0 0.0 0.5 0.073
H 1.938978 -3.559207 2.348826 -0.4 0.2 -0.2 0.037
C 2.644460 2.638210 -0.467940 0.9 2.2 -1.8 -0.074
O 2.783955 1.250621 -0.164459 1.6 -0.5 -5.4 -0.077
H 3.635721 3.086342 -0.536404 0.1 0.0 -0.1 0.101
H 2.119055 2.882294 -1.391230 0.0 -0.7 -0.4 0.091
H 2.130828 3.228453 0.290930 0.0 -0.7 0.1 0.101
H 2.839094 0.741609 -0.976535 0.0 -0.1 -0.2 0.126
C -1.714516 2.727744 -1.724512 -0.3 0.3 0.2 -0.151
O -1.925572 4.151755 -1.664830 0.0 -0.9 -0.1 -0.103
H -1.760510 2.360327 -2.749697 0.3 0.0 -0.1 0.080
H -0.808842 2.454316 -1.183139 0.2 0.4 -1.1 0.025
H -2.459774 2.172528 -1.154923 -0.5 0.5 0.0 0.093
H -1.096011 4.534627 -1.959514 -0.1 0.2 -0.1 0.077
C -0.136910 0.275127 -0.279526 0.6 -0.2 -0.1 -0.154
O -0.236082 -0.331740 0.971488 0.3 0.5 0.8 -0.176
H -0.239647 1.360015 -0.303253 -0.4 -0.5 1.1 0.049
H 0.912447 0.193963 -0.562995 -0.3 -0.3 -1.0 0.070
H -0.872609 -0.218417 -0.914560 0.3 0.9 -0.2 0.087
H -0.470025 -1.260586 0.907269 -0.8 0.1 -0.3 0.036
C -1.795807 -3.239581 -0.555129 -1.3 -0.8 2.2 -0.112
O -1.322665 -1.978301 -0.258806 -7.0 0.2 2.6 -0.194
H -2.871492 -3.194869 -0.725436 0.1 -0.1 -1.1 0.094
H -1.149829 -3.809007 -1.223380 -0.6 0.1 -0.4 0.102
H -1.796889 -3.768508 0.397952 0.1 -0.8 0.0 0.057
H -0.398296 -2.030335 -0.512657 0.3 -0.3 1.6 -0.181

=====

24
Properties=species:S:1:pos:R:3:forces:R:3:lowdin_charge:R:1 method="wB97M-V/def2-TZVPD" energy_ha=-426.19982 s_squared=0.7682 charge=+1 orbital_gap_ev="9.47 / 5.78" e_above_lowest_kj_mol=200.6 spin_multiplicity=2 lumo_energy_ev="-4.15 / -7.85"
C 0.123121 -3.273651 -0.607433 3.5 -4.7 1.2 -0.159
C 1.631683 -3.078492 -0.568331 1.8 0.7 1.1 -0.195
H 0.201187 -4.389703 -0.848114 -1.6 1.4 -0.3 0.103
H -0.299118 -3.222631 0.351265 -0.6 0.1 1.5 0.039
H -0.412979 -2.694738 -1.229748 -1.6 1.8 -2.6 0.011
H 2.200831 -3.914253 -0.035747 -1.1 0.7 -0.9 0.089
H 1.937849 -2.217199 0.057011 -0.1 0.1 -0.5 0.044
H 2.090430 -2.970306 -1.569184 -0.3 0.0 0.5 0.069
C -0.856475 1.112249 2.685021 3.2 -0.7 0.4 -0.010
C -1.482079 1.468111 -1.163988 -1.7 -1.9 5.2 0.140
C -0.300361 2.120585 -1.445924 1.1 1.6 -3.5 -0.250
C -1.684653 1.089094 0.250502 -0.1 1.1 -4.3 0.041
C -0.780713 1.383881 1.210846 3.1 -0.3 1.1 -0.221
C 0.778921 2.110704 -0.587164 0.4 0.1 2.5 0.035
C 0.549697 1.711598 0.720694 1.0 1.1 -0.9 0.052
O -0.204657 2.681192 -2.667627 -5.0 -3.5 2.1 0.215
H -2.265318 1.166604 -1.813770 -0.2 0.2 -0.9 0.135
H -2.516515 0.519640 0.503779 -1.7 -0.6 0.3 0.112
H 1.701178 2.543563 -0.945035 0.3 -0.3 0.2 0.141
H 0.489291 3.173253 -2.941469 4.1 2.4 -0.7 0.087
H -1.864266 1.102332 3.012793 -0.7 -0.3 0.7 0.069
H -0.164027 1.813347 3.344928 -1.7 -1.0 -1.6 0.143
H 1.386678 1.689304 1.433904 -0.5 0.1 -0.3 0.142
H -0.259707 0.075517 2.852789 -1.7 1.9 -0.4 0.167

=====

7
Properties=species:S:1:pos:R:3:forces:R:3:lowdin_charge:R:1 method="wB97M-V/def2-TZVPD" energy_ha=-1287.13082 s_squared=2.0043 orbital_gap_ev="6.62 / 7.41" e_above_lowest_kj_mol=0.0 spin_multiplicity=3 lumo_energy_ev="0.47 / -3.82"
C 1.806732 -0.280757 -0.976426 7.9 -1.9 -5.2 0.068
C 0.856275 -0.081384 -0.259127 -9.3 1.7 6.3 -0.234
Si -0.821932 0.278204 0.439719 0.6 0.7 0.7 -0.268
Cl -2.154656 -1.000932 -0.351772 -0.3 -0.7 -0.4 0.277
Cl -0.746700 -0.189398 2.521802 0.1 0.5 -1.2 0.173
H 2.616533 -0.331384 -1.643080 0.3 0.3 -0.6 0.033
H -1.556253 1.605652 0.268884 0.8 -0.6 0.3 -0.049

=====

33
Properties=species:S:1:pos:R:3:forces:R:3:lowdin_charge:R:1 method="wB97M-V/def2-TZVPD" energy_ha=-766.83218 s_squared=0.7548 charge=+1 orbital_gap_ev="9.15 / 2.68" e_above_lowest_kj_mol=242.9 spin_multiplicity=2 lumo_energy_ev="-3.53 / -9.97"
C 2.851737 -1.035804 -0.854050 1.0 1.0 1.2 -0.238
C 2.898146 -0.857353 0.724209 1.3 0.3 -1.9 -0.195
O 1.678070 -0.391208 1.235875 -1.6 -0.2 0.2 -0.097
O 2.240486 -2.206212 -1.237033 -0.9 -1.3 0.3 -0.040
H 3.878677 -1.083754 -1.216259 0.2 0.1 0.2 0.124
H 2.368551 -0.228784 -1.404809 0.0 0.7 0.6 0.102
H 3.666690 -0.117536 0.948046 0.2 0.0 0.0 0.121
H 3.196057 -1.800765 1.181735 -0.1 -0.2 -0.1 0.125
H 1.690327 -0.414620 2.195513 0.3 0.0 0.1 0.099
H 1.528540 -2.282315 -0.597545 -0.5 -0.6 -0.3 0.076
C -2.953226 -0.806488 2.394771 -3.5 0.3 1.7 -0.094
C -1.555042 -1.336789 2.030730 2.1 -0.9 0.1 -0.120
O -1.531417 -2.698107 1.746222 0.0 2.7 -0.3 0.204
O -3.507426 -1.282654 3.647736 1.2 0.3 -3.2 0.070
H -3.553566 -1.134557 1.546205 -0.4 -0.6 0.3 0.161
H -2.936218 0.276985 2.276957 0.6 0.2 0.6 0.163
H -1.111003 -1.172984 3.012610 0.3 -0.1 0.6 0.171
H -1.068517 -0.610288 1.379892 -0.1 -0.9 -0.9 0.143
H -1.990439 -3.052736 2.511161 -0.2 -1.2 0.6 0.143
H -3.222132 -0.715365 4.367730 0.0 0.4 0.3 0.126
C -1.213463 1.378750 -2.797281 -2.2 -1.6 0.0 -0.254
C 0.025589 2.085637 -3.138854 -1.4 1.0 -0.8 -0.253
O 0.963468 1.859728 -2.146000 1.3 -0.2 0.3 -0.059
O -1.764565 1.600311 -1.495961 0.2 0.0 -0.4 -0.054
H -1.135098 0.316757 -3.029956 0.4 -0.5 0.5 0.118
H -2.035428 1.642587 -3.462762 0.2 0.5 -0.2 0.130
H -0.292713 3.126894 -3.189660 0.7 0.5 -0.1 0.135
H 0.342070 1.735709 -4.121449 0.2 0.1 -0.1 0.138
H 1.785578 2.250909 -2.450482 0.3 0.0 0.3 0.121
H -1.081702 1.515816 -0.826524 0.2 0.1 0.2 0.025
O 0.457631 2.102676 0.467285 -0.8 0.1 0.9 -0.053
H 0.767965 1.252548 0.779070 0.5 -0.3 0.1 -0.015
H 0.612372 2.083013 -0.477122 0.5 0.2 -0.7 -0.022

=====

35
Properties=species:S:1:pos:R:3:forces:R:3:lowdin_charge:R:1 method="wB97M-V/def2-TZVPD" energy_ha=-878.35758 orbital_gap_ev=9.20 e_above_lowest_kj_mol=0.2 lumo_energy_ev=0.33
C -4.235143 -2.166050 -0.241110 0.0 0.2 0.0 -0.054
C -3.288915 -1.014995 -0.093044 0.0 -0.2 0.0 -0.291
C -3.690225 0.247619 -0.095982 0.0 0.2 0.0 -0.052
C -2.773857 1.421332 0.065468 0.1 -0.1 0.1 -0.124
H -3.233830 2.162035 0.723791 0.0 0.0 0.0 0.129
H -2.618865 1.899338 -0.908456 0.0 0.1 0.1 0.128
C -1.418362 0.992696 0.647955 -0.1 0.1 -0.3 -0.180
C -0.498647 2.186710 0.608664 0.0 0.2 0.5 -0.496
O -0.260826 2.911731 1.533785 0.0 0.0 0.1 0.136
O 0.015334 2.418057 -0.617800 0.0 0.0 -0.7 0.093
H 0.544210 3.231696 -0.596611 -0.1 -0.1 0.3 0.140
H -1.547660 0.708302 1.695840 0.1 0.1 -0.1 0.174
C -0.891284 -0.218131 -0.139018 0.0 -0.2 0.4 -0.182
C -1.845564 -1.393759 0.073039 0.1 0.2 0.0 -0.102
H -1.595353 -2.194703 -0.627557 0.0 0.0 0.0 0.134
H -1.684395 -1.790656 1.080528 0.0 -0.1 -0.1 0.134
C 0.494637 -0.588754 0.387623 -0.2 0.1 -0.5 -0.424
O 0.653072 -1.258355 1.381426 0.0 -0.1 0.3 0.097
N 1.507964 -0.075162 -0.367967 0.0 0.1 -0.4 0.138
C 2.882951 -0.158815 -0.150345 0.5 0.0 0.1 -0.194
C 3.732798 0.532260 -1.013460 -0.1 -0.1 0.2 -0.019
C 5.099105 0.455475 -0.819098 -0.1 -0.1 0.1 -0.067
C 5.570151 -0.313653 0.235053 0.2 0.2 -0.2 -0.163
N 4.771538 -0.971158 1.056708 0.4 -0.2 0.2 0.064
C 3.467701 -0.902362 0.879177 -0.6 -0.1 0.1 -0.073
H 2.858916 -1.454409 1.578285 -0.1 0.0 -0.1 0.105
H 6.629175 -0.409576 0.431642 0.1 0.1 -0.1 0.101
H 5.780307 0.979801 -1.471341 0.1 0.0 0.0 0.100
H 3.320535 1.118773 -1.824651 0.0 0.0 -0.1 0.111
H 1.241092 0.510344 -1.149620 -0.1 -0.2 0.3 0.129
H -0.845043 0.041856 -1.200082 0.0 0.0 0.0 0.156
H -4.735353 0.489743 -0.227299 -0.2 -0.1 0.0 0.109
H -4.012362 -2.725675 -1.149246 0.0 -0.1 -0.1 0.082
H -5.265097 -1.823225 -0.287396 -0.1 0.0 0.0 0.076
H -4.128712 -2.848337 0.601106 0.0 -0.1 0.1 0.084